Formula: C7H10N2P
Source: the OMol25 dataset
Level of theory: ωB97M-V/def2-TZVPD

ΔE to the lowest compared entry with this formula, charge and spin = 0.000 eV
Net charge = +1
SMILES = C[N+]1=C2C=CNC=C2PC1

Geometry (Å):
C 2.0026 -1.4521 -0.0975
N 1.2057 -0.2089 0.1255
C -0.1155 -0.2089 0.1509
C -0.9985 -1.2896 0.2557
C -2.3379 -1.0503 0.1605
N -2.7857 0.2925 0.1015
C -2.0254 1.4234 -0.0743
C -0.5646 1.1580 -0.1064
P 0.7110 2.3987 -0.0412
C 1.9376 1.0185 0.2240
H 1.4343 -2.3641 -0.4882
H 2.8856 -1.1635 -0.6991
H 2.6098 -1.7701 0.7487
H -0.7177 -2.3091 0.3498
H -3.0943 -1.8114 0.3142
H -3.7176 0.4655 -0.0544
H -2.5729 2.3225 -0.2133
H 0.8008 2.5537 -1.4874
H 2.4899 1.0950 1.1706
H 2.8530 0.9001 -0.3396